This record from OMol25 describes the molecule C5H6N2. The level of theory is ωB97M-V with the def2-TZVPD basis set.

Structure (XYZ):
```
13
Properties=species:S:1:pos:R:3:forces:R:3
C 1.5634 -0.7285 1.0838 0.37 -0.01 -0.24
N 2.4614 -0.5031 0.2360 -0.28 -0.19 0.34
C 1.2734 0.4467 0.2972 -0.19 0.27 -0.04
C 0.2452 0.4112 -0.8152 0.01 -0.06 -0.03
C -1.1653 0.5139 -0.2561 0.12 0.31 -0.13
C -2.0803 -0.6075 -0.2413 0.12 -0.04 0.38
N -1.5295 -0.4431 0.8729 -0.30 -0.18 -0.38
H 1.3075 -1.4553 1.8454 0.07 0.10 -0.09
H 1.4766 1.4308 0.7240 -0.01 -0.15 -0.06
H 0.3687 -0.5274 -1.3695 -0.03 0.11 0.10
H 0.4197 1.2294 -1.5249 -0.03 -0.11 0.11
H -1.5627 1.5232 -0.1392 0.06 -0.16 -0.01
H -2.7781 -1.2902 -0.7131 0.09 0.10 0.04
```
Positions in Å, forces in eV/Å.

Output
- charge = 0
- orbital gap (eV) = 10.937
- HOMO energy (eV) = -9.8
- M (u) = 94.117
- SMILES = C1=N[C@H]1C[C@H]1C=N1